Here is a structure of composition C26H47Cl3ErN3O4Si at a distorted geometry from the Open Molecules 2025 dataset. Energies are from ωB97M-V/def2-TZVPD.

```
! RIJCOSX wB97M-V def2-TZVPD def2/J DEFGRID3
* xyz 0 4
C 2.50 -2.07 -7.46
C 1.79 -1.43 -8.61
H 2.54 -3.16 -7.58
H 1.98 -1.84 -6.51
H 3.54 -1.71 -7.36
C 1.60 -1.99 -9.81
C 2.16 -3.31 -10.22
H 1.00 -1.47 -10.56
H 2.08 -4.07 -9.43
H 3.21 -3.23 -10.51
H 1.61 -3.68 -11.10
Er 0.10 -0.01 -0.25
Cl 1.82 1.65 0.63
Cl 1.35 -0.72 -2.36
C -0.22 2.55 -1.92
O -0.98 1.67 -1.40
N -0.68 3.51 -2.71
C -2.10 3.52 -3.08
C 0.22 4.45 -3.36
H 0.86 2.52 -1.73
H -2.65 2.92 -2.36
H -2.24 3.10 -4.10
H -2.46 4.55 -3.08
H 1.21 4.32 -2.91
H -0.13 5.48 -3.19
H 0.27 4.26 -4.44
H 0.16 -4.81 -1.35
H -0.65 -2.85 -3.21
C -0.87 -4.73 -0.96
C -1.61 -3.22 -2.80
N -1.50 -3.48 -1.37
H -0.83 -4.77 0.13
C -1.69 -2.48 -0.50
O -1.86 -1.27 -0.82
H -2.38 -2.47 -2.95
H -1.63 -2.77 0.56
H -1.45 -5.58 -1.35
H -1.88 -4.16 -3.29
O 0.03 -0.25 -7.51
C 1.20 -0.06 -8.29
C -0.21 0.78 -10.26
C 0.97 0.81 -9.52
H -1.04 0.15 -9.93
C -0.30 1.54 -11.43
H 1.96 0.44 -7.67
C 2.05 1.61 -9.92
H -1.22 1.52 -12.01
C 0.79 2.31 -11.85
C 1.97 2.34 -11.09
H 2.94 1.59 -9.29
H 0.73 2.87 -12.78
H 2.83 2.93 -11.41
Si -0.90 0.56 -6.39
Cl 0.97 -2.35 0.68
C -2.67 0.19 -6.84
C -0.57 2.39 -6.63
C -0.46 -0.10 -4.72
H -2.85 0.35 -7.91
H -3.36 0.84 -6.28
H -2.92 -0.85 -6.61
H -0.55 -1.19 -4.71
H -1.06 0.30 -3.90
H 0.58 0.15 -4.50
H -0.70 2.67 -7.69
H 0.45 2.66 -6.34
H -1.27 3.02 -6.04
O -1.05 0.36 1.72
C -0.98 0.33 2.98
C 0.29 -0.02 3.74
C 0.79 1.12 4.63
C 0.12 1.16 6.00
C -1.36 1.49 5.97
C -2.21 0.51 5.16
N -2.06 0.64 3.71
H 0.09 -0.91 4.33
H 1.05 -0.26 2.98
H 1.87 1.00 4.77
H 0.66 2.09 4.11
H 0.26 0.19 6.49
H 0.63 1.91 6.61
H -1.75 1.48 7.00
H -1.52 2.51 5.59
H -1.97 -0.52 5.47
H -3.27 0.68 5.38
H -2.90 0.81 3.16
*
```

Values from the calculation:
highest occupied orbital energy (alpha / beta) = -8.45 / -8.47 eV
orbital gap (alpha / beta) = 8.79 / 8.81 eV
LUMO energy (alpha / beta) = 0.341 / 0.341 eV

Löwdin atomic charge list, values in e, 5 entries: C -0.03; C -0.23; H 0.07; H 0.08; H 0.09

***

Here is a structure of composition C26H47Cl3N3O4ScSi at a distorted geometry from the Open Molecules 2025 dataset. Energies are from ωB97M-V/def2-TZVPD.

```
! RIJCOSX wB97M-V def2-TZVPD def2/J DEFGRID3
* xyz 0 1
C 1.80 -1.39 -4.55
C 1.11 -0.09 -4.19
H 1.93 -1.50 -5.63
H 1.20 -2.23 -4.17
H 2.79 -1.44 -4.06
C 0.60 0.85 -5.10
C 0.28 0.47 -6.48
H 0.29 1.83 -4.75
H -0.06 -0.58 -6.50
H 1.12 0.57 -7.19
H -0.54 1.11 -6.85
Sc -0.53 -1.23 0.94
Cl 1.92 -1.18 1.17
Cl -1.90 -3.00 1.81
C 0.73 1.88 1.07
O -0.16 1.07 0.70
N 0.43 3.12 1.49
C -0.96 3.55 1.57
C 1.44 4.17 1.61
H 1.80 1.62 1.08
H -1.59 2.72 1.89
H -1.32 3.94 0.61
H -1.00 4.36 2.31
H 2.44 3.72 1.58
H 1.30 4.69 2.56
H 1.36 4.90 0.80
H -1.78 -1.48 -3.29
H -2.39 1.29 -4.02
C -2.73 -1.30 -2.78
C -3.20 1.08 -3.30
N -2.76 0.09 -2.32
H -2.81 -1.97 -1.92
C -2.46 0.39 -1.05
O -2.13 -0.51 -0.23
H -3.48 2.02 -2.80
H -2.56 1.45 -0.76
H -3.55 -1.44 -3.49
H -4.06 0.68 -3.86
O 0.23 -0.33 -3.10
C 1.40 0.42 -2.70
C -0.15 2.43 -2.28
C 1.13 1.82 -2.31
H -1.05 1.81 -2.34
C -0.27 3.81 -2.12
H 2.18 -0.12 -2.12
C 2.25 2.64 -2.04
H -1.25 4.29 -2.12
C 0.87 4.62 -1.98
C 2.13 4.02 -1.92
H 3.22 2.13 -1.96
H 0.78 5.70 -1.92
H 3.04 4.62 -1.79
Si 0.35 -4.41 -0.43
Cl 0.01 -2.27 -1.21
C -1.26 -5.39 -0.52
C 1.14 -4.48 1.30
C 1.47 -5.33 -1.59
H -1.97 -4.90 -1.19
H -1.76 -5.52 0.45
H -1.04 -6.39 -0.93
H 0.90 -5.61 -2.49
H 1.80 -6.26 -1.09
H 2.35 -4.74 -1.87
H 1.02 -3.59 1.92
H 2.22 -4.63 1.19
H 0.75 -5.33 1.88
O -0.52 -0.59 2.76
C -0.32 -0.79 3.98
C 1.07 -0.78 4.51
C 1.36 0.59 5.09
C 0.70 0.74 6.46
C -0.83 0.71 6.50
C -1.47 -0.65 6.15
N -1.41 -0.90 4.74
H 1.23 -1.58 5.24
H 1.72 -0.96 3.65
H 2.44 0.74 5.18
H 1.02 1.37 4.39
H 1.08 -0.07 7.10
H 1.02 1.69 6.89
H -1.16 1.00 7.51
H -1.23 1.47 5.81
H -0.94 -1.45 6.68
H -2.51 -0.67 6.49
H -2.29 -1.09 4.23
*
```

Values from the calculation:
ΔE to the lowest compared entry with this formula, charge and spin = 525.6 kJ/mol
highest occupied orbital energy (alpha / beta) = -3.32 / -3.33 eV
orbital gap (alpha / beta) = 3.29 / 3.29 eV
LUMO energy (alpha / beta) = -0.038 / -0.038 eV

Löwdin atomic charge list, values in e, 5 entries: C -0.01; C -0.50; H 0.07; H 0.07; H 0.08

***

Here is a structure of composition C26H47F13LiO21P2 at a distorted geometry from the Open Molecules 2025 dataset. Energies are from ωB97M-V/def2-TZVPD.

```
! RIJCOSX wB97M-V def2-TZVPD def2/J DEFGRID3
* xyz -1 1
Li -1.90 0.48 -1.17
P -3.51 -1.98 -1.67
F -3.75 -0.47 -1.08
F -3.03 -2.36 -0.17
F -5.06 -2.33 -1.31
F -3.24 -3.52 -2.11
F -4.03 -1.50 -3.12
F -1.96 -1.71 -2.06
P -0.38 0.04 1.19
F -0.03 1.52 1.83
F -0.71 -0.48 2.67
F -1.95 0.44 0.95
F -0.61 -1.38 0.47
F -0.13 0.79 -0.25
F 1.16 -0.39 1.38
C 2.64 2.48 -0.06
C 4.13 2.11 0.06
O 4.58 2.97 1.08
C 3.70 3.99 1.26
O 3.88 4.91 1.98
O 2.57 3.75 0.55
H 2.03 1.76 0.47
H 2.47 2.59 -1.13
H 4.59 2.18 -0.93
H 4.25 1.05 0.30
C 3.22 -8.66 1.64
C 1.74 -8.58 1.30
O 1.47 -7.45 0.47
C 0.60 -6.51 0.89
O 0.15 -6.44 2.00
O 0.35 -5.73 -0.13
C -0.44 -4.55 0.09
H 3.54 -7.84 2.28
H 3.76 -8.68 0.69
H 3.46 -9.65 2.04
H 1.05 -8.54 2.14
H 1.47 -9.42 0.67
H -0.28 -3.89 -0.76
H 0.04 -3.96 0.87
H -1.48 -4.80 0.24
C -2.16 2.30 -5.18
C -2.03 0.80 -5.44
O -0.74 0.31 -5.06
C -0.36 0.33 -3.82
O -0.98 0.79 -2.88
O 0.79 -0.30 -3.72
C 1.36 -0.52 -2.45
H -3.13 2.67 -5.51
H -1.43 2.92 -5.71
H -2.10 2.56 -4.12
H -2.07 0.71 -6.52
H -2.79 0.25 -4.89
H 2.13 -1.29 -2.47
H 0.59 -0.98 -1.81
H 1.76 0.34 -1.93
C -0.24 4.10 -1.44
C -1.15 4.21 -0.24
O -2.49 4.43 -0.73
C -3.16 3.40 -1.21
O -2.87 2.24 -1.14
O -4.27 3.89 -1.78
C -5.07 2.94 -2.51
H 0.80 4.08 -1.11
H -0.33 4.95 -2.12
H -0.37 3.17 -1.99
H -0.95 5.08 0.39
H -1.00 3.38 0.45
H -4.86 3.00 -3.58
H -6.08 3.28 -2.29
H -4.95 1.92 -2.15
C -0.59 9.98 2.83
C 0.43 8.93 3.22
O -0.22 7.66 3.07
C 0.54 6.56 3.21
O 1.71 6.51 3.44
O -0.31 5.54 3.17
C 0.14 4.18 3.24
H -0.83 10.12 1.78
H -0.23 10.95 3.18
H -1.49 9.73 3.40
H 0.66 9.08 4.27
H 1.33 8.99 2.61
H 0.63 3.82 2.34
H -0.82 3.69 3.30
H 0.78 3.95 4.09
C 5.66 -7.19 -1.81
C 5.83 -6.22 -0.68
O 4.81 -5.24 -0.70
C 4.84 -4.22 0.16
O 5.74 -3.95 0.92
O 3.69 -3.57 0.00
C 3.50 -2.39 0.81
H 6.25 -8.10 -1.75
H 5.90 -6.75 -2.78
H 4.61 -7.49 -1.83
H 6.80 -5.71 -0.73
H 5.81 -6.79 0.26
H 3.88 -1.54 0.24
H 4.06 -2.43 1.74
H 2.44 -2.35 1.05
C -4.34 -1.67 2.62
C -5.76 -1.47 2.05
O -6.14 -0.19 2.51
C -5.38 0.12 3.60
O -5.58 1.03 4.36
O -4.36 -0.69 3.68
F -6.54 -2.49 2.51
H -3.50 -1.56 1.94
H -4.32 -2.62 3.15
H -5.84 -1.42 0.96
*
```

Values from the calculation:
ΔE to the lowest compared entry with this formula, charge and spin = 0.0 kJ/mol
highest occupied orbital energy = -8.73 eV
orbital gap = 10.65 eV
LUMO energy = 1.920 eV

Löwdin atomic charge list, values in e, 5 entries: Li 0.63; P 0.18; F -0.20; F -0.16; F -0.16

***

Here is a structure of composition C26H47FeGeI2N3SSi2 at a distorted geometry from the Open Molecules 2025 dataset. Energies are from ωB97M-V/def2-TZVPD.

```
! RIJCOSX wB97M-V def2-TZVPD def2/J DEFGRID3
* xyz 3 6
Fe 0.48 -0.01 0.00
C 1.95 -2.36 1.68
Si 1.66 -0.88 2.84
C 1.61 -1.40 4.66
C 2.91 0.56 2.65
C -0.10 -0.15 2.37
C -1.00 -1.26 2.02
C -1.79 -1.98 2.91
C -2.47 -3.10 2.46
C -2.36 -3.46 1.12
C -1.58 -2.67 0.28
N -0.92 -1.61 0.73
Si -0.65 1.22 3.45
C 0.13 2.88 3.00
C -3.79 1.97 1.72
C -1.81 1.22 4.94
H 3.00 -2.53 1.49
H 1.43 -2.24 0.73
H 1.57 -3.27 2.15
H 2.55 -1.86 4.95
H 0.83 -2.14 4.87
H 1.45 -0.56 5.32
H 3.90 0.18 2.41
H 3.01 1.09 3.59
H 2.63 1.28 1.88
H -1.82 -1.71 3.96
H -3.06 -3.69 3.13
H -2.87 -4.32 0.73
H -1.47 -2.91 -0.77
H 0.44 2.91 1.96
H 1.01 3.09 3.61
H -0.55 3.71 3.18
H -4.40 1.63 0.89
H -4.37 2.68 2.30
H -3.53 1.13 2.35
H -1.24 1.23 5.88
H -2.46 0.35 4.97
H -2.45 2.11 4.96
I 0.14 -0.37 -2.69
I -0.29 -1.30 -5.26
C -4.38 5.23 -3.07
C -3.42 4.05 -3.01
C -3.78 3.07 -1.88
C -2.85 1.85 -1.83
Ge -1.17 1.90 -0.66
C -0.31 3.76 -0.89
C -1.07 4.89 -0.19
C -0.29 6.21 -0.17
C -0.05 6.81 -1.55
H -4.11 5.88 -3.90
H -4.36 5.81 -2.15
H -5.40 4.88 -3.22
H -2.40 4.41 -2.88
H -3.45 3.52 -3.96
H -4.80 2.72 -2.05
H -3.79 3.60 -0.92
H -2.44 1.67 -2.83
H -3.42 0.96 -1.56
H -2.89 2.45 1.34
H -0.29 3.93 -1.97
H 0.72 3.73 -0.53
H -1.29 4.61 0.85
H -2.03 5.06 -0.69
H 0.66 6.07 0.35
H -0.88 6.92 0.41
H 0.61 6.19 -2.15
H 0.43 7.79 -1.45
H -0.98 6.95 -2.09
N 7.68 -1.21 -0.50
C 7.03 -0.05 -0.37
S 7.88 1.34 -0.01
C 5.56 0.01 -0.52
C 4.77 -1.12 -0.74
C 3.39 -0.98 -0.79
N 2.76 0.17 -0.59
C 3.51 1.26 -0.45
C 4.90 1.23 -0.42
H 8.68 -1.22 -0.38
H 7.23 -2.08 -0.74
H 5.19 -2.11 -0.86
H 2.77 -1.84 -1.00
H 2.98 2.20 -0.35
H 5.44 2.16 -0.32
*
```

Values from the calculation:
ΔE to the lowest compared entry with this formula, charge and spin = 69.5 kJ/mol
highest occupied orbital energy (alpha / beta) = -14.68 / -14.68 eV
orbital gap (alpha / beta) = 3.82 / 3.05 eV
LUMO energy (alpha / beta) = -10.864 / -11.627 eV

Löwdin atomic charge list, values in e, 5 entries: Fe 0.46; C -0.14; Si 0.54; C -0.14; C -0.15

***

Here is a cluster of 5 separate species, C26H47N2O9 in total at a distorted geometry from the Open Molecules 2025 dataset. Energies are from ωB97M-V/def2-TZVPD.

```
! RIJCOSX wB97M-V def2-TZVPD def2/J DEFGRID3
* xyz -1 1
C 5.58 -2.76 2.43
O 4.70 -1.60 2.63
C 3.88 -1.32 1.43
C 2.42 -0.77 2.01
C 1.22 -0.78 0.85
C 0.00 0.15 1.50
C -1.50 -0.31 1.02
C -2.67 0.05 2.14
C -4.02 -0.75 1.65
C -4.91 -1.36 2.89
C -6.51 -1.25 2.45
N -7.02 -2.65 2.11
N -7.61 -2.64 0.85
H 5.62 -3.17 1.33
H 6.67 -2.45 2.81
H 5.23 -3.60 3.21
H 4.37 -0.38 0.90
H 3.75 -2.24 0.71
H 2.09 -1.54 2.86
H 2.48 0.34 2.40
H 1.68 -0.27 -0.12
H 0.88 -1.89 0.64
H 0.03 -0.02 2.68
H 0.27 1.27 1.29
H -1.75 0.27 0.02
H -1.46 -1.46 0.80
H -2.35 -0.24 3.25
H -2.93 1.21 2.15
H -3.65 -1.68 1.00
H -4.61 0.00 0.95
H -4.68 -2.51 3.00
H -4.74 -0.79 3.91
H -6.67 -0.58 1.50
H -7.15 -0.89 3.38
H -8.66 -2.69 0.90
H -7.33 -3.57 0.43
O 3.36 -0.34 -1.39
C 4.42 0.01 -1.88
O 5.52 0.37 -1.16
C 6.54 0.83 -2.04
C 6.20 0.23 -3.38
C 4.69 0.17 -3.35
H 6.52 1.93 -2.06
H 7.52 0.50 -1.69
H 6.59 0.81 -4.22
H 6.61 -0.78 -3.45
H 4.24 1.10 -3.70
H 4.31 -0.68 -3.91
O -1.58 1.38 -5.20
C -2.26 0.59 -4.57
O -3.41 0.02 -5.04
C -4.01 -0.76 -4.01
C -2.89 -1.07 -3.05
C -2.01 0.14 -3.16
H -4.80 -0.17 -3.54
H -4.45 -1.67 -4.44
H -3.24 -1.27 -2.03
H -2.34 -1.96 -3.40
H -2.32 0.94 -2.47
H -0.96 -0.11 -3.01
O 5.28 2.91 -4.92
C 4.28 3.51 -5.29
O 3.75 4.59 -4.64
C 2.53 4.96 -5.28
C 2.62 4.40 -6.67
C 3.44 3.14 -6.47
H 1.70 4.54 -4.71
H 2.44 6.05 -5.29
H 1.65 4.21 -7.13
H 3.17 5.09 -7.32
H 2.81 2.29 -6.21
H 4.06 2.92 -7.34
O -4.27 1.10 5.77
C -3.49 0.28 6.23
O -3.07 -0.83 5.56
C -2.26 -1.62 6.43
C -1.77 -0.67 7.48
C -2.91 0.31 7.61
H -2.87 -2.43 6.84
H -1.43 -2.07 5.86
H -1.51 -1.17 8.43
H -0.87 -0.15 7.13
H -3.66 -0.03 8.32
H -2.55 1.31 7.86
*
```

Values from the calculation:
highest occupied orbital energy = -0.74 eV
orbital gap = 2.55 eV
LUMO energy = 1.818 eV

Löwdin atomic charge list, values in e, 5 entries: C -0.14; O -0.27; C -0.21; C -0.18; C -0.21

***

Which formula does entry 5 have? C26H47N2O9